Density functional theory data (ωB97M-V with the def2-TZVPD basis set) for one molecule with the formula C17H24N2O7S.

```
51
Properties=species:S:1:pos:R:3:nbo_charge:R:1
C -0.23731 3.93623 7.30091 -0.634
C -1.40517 3.69018 6.35599 -0.073
H -1.93154 4.61989 6.12796 0.186
H -2.09922 2.96731 6.79707 0.201
O -0.96449 3.19460 5.09428 -0.533
C -0.72257 1.85987 5.02148 0.772
O -0.88719 1.10675 5.95208 -0.605
C -0.26595 1.49322 3.69576 -0.062
C 0.06876 0.25606 3.16946 0.077
C 0.44334 0.48747 1.81991 -0.289
C 0.30770 1.85279 1.56498 0.272
N -0.11700 2.43286 2.69767 -0.469
H -0.32719 3.40982 2.82704 0.430
C 0.50730 2.61092 0.30767 -0.661
H 1.56913 2.76937 0.12293 0.232
H 0.01007 3.57718 0.36118 0.211
H 0.11009 2.04046 -0.53025 0.269
C 0.81457 -0.52795 0.84652 0.805
O 0.52893 -1.70089 0.89305 -0.608
O 1.55549 -0.00325 -0.16341 -0.503
C 1.73667 -0.85291 -1.27396 -0.180
H 1.92236 -1.87625 -0.92962 0.227
H 2.59934 -0.47215 -1.82513 0.215
C 0.47452 -0.79845 -2.13671 0.669
O -0.38822 0.03249 -1.92759 -0.632
N 0.38394 -1.71160 -3.13274 -0.441
C 1.43114 -2.67856 -3.38521 -0.445
H 1.53591 -3.36714 -2.54287 0.208
H 1.20946 -3.26529 -4.27221 0.247
H 2.38762 -2.17456 -3.53687 0.202
C -0.84819 -1.68801 -3.91199 -0.056
C -1.32148 -3.05721 -4.35087 -0.671
H -2.39985 -3.08674 -4.46901 0.264
H -0.99117 -3.86676 -3.71007 0.260
S -0.61884 -3.28368 -6.03152 2.145
O 0.46652 -4.23039 -5.99907 -0.948
O -1.67655 -3.52929 -6.96798 -0.934
C 0.03405 -1.58732 -6.23981 -0.656
C -0.71548 -0.81478 -5.17946 -0.422
H -0.22185 0.12281 -4.92280 0.239
H -1.71944 -0.58562 -5.53967 0.224
H 1.10598 -1.62093 -6.07563 0.239
H -0.18743 -1.26336 -7.25027 0.260
H -1.58397 -1.21264 -3.25071 0.266
C 0.06537 -1.04921 3.87243 -0.655
H -0.41232 -1.80165 3.24947 0.241
H 1.08842 -1.37701 4.05549 0.224
H -0.45025 -0.95894 4.82349 0.246
H 0.26202 2.99599 7.52093 0.225
H -0.60383 4.36627 8.22857 0.216
H 0.47781 4.61998 6.84912 0.207
```

As for the molar mass: 400.45 g/mol. The energy relative to the best compared isomer or geometry (same formula, charge and spin) comes out at 0.0000 eV. For the HOMO-LUMO gap, the calculation gives 8.96 eV. The value obtained for the largest force on an atom is 0.80 eV/A. The calculation puts the HOMO energy at -8.49 eV.